# 1
This record from the Open Molecules 2025 dataset describes a 4-piece molecular cluster, C25H48N4O3 overall. The level of theory is the ωB97M-V functional and the def2-TZVPD basis.

Each line ends with the Mulliken charge.
Positions of all 80 atoms, in Å:
C -4.351 2.644 1.973  -0.95
C -3.227 2.126 2.985  -0.04
C -1.799 2.838 2.845  -0.72
C -1.397 3.304 1.372  -0.71
C -0.774 2.119 0.455  0.04
C -1.821 0.962 0.109  0.59
C -1.418 0.026 -1.123  -0.15
C 0.112 -0.455 -1.148  -0.61
C 0.920 0.195 -2.400  0.33
N 1.379 1.541 -1.950  0.14
C 1.392 2.534 -2.998  0.35
O 2.230 3.468 -2.892  -0.67
O 0.515 2.574 -4.098  -0.33
C -0.883 2.619 -3.692  0.28
C -1.582 4.040 -4.015  -0.63
C -3.179 3.870 -3.802  -0.42
O -3.493 2.723 -2.952  -0.46
H -5.351 2.625 2.532  0.36
H -4.454 1.896 1.123  0.16
H -4.192 3.716 1.628  0.25
H -3.607 2.379 4.042  0.42
H -3.093 0.998 2.938  -0.04
H -0.944 2.190 3.258  0.20
H -1.812 3.780 3.506  0.34
H -0.528 4.050 1.498  0.39
H -2.203 3.862 0.802  0.23
H -0.511 2.639 -0.538  -0.28
H 0.190 1.748 0.928  0.34
H -2.794 1.494 -0.196  -0.20
H -2.025 0.390 1.082  -0.36
H -1.717 0.498 -2.114  0.12
H -2.062 -0.923 -1.025  0.34
H 0.099 -1.590 -1.345  0.18
H 0.660 -0.295 -0.157  0.26
H 1.815 -0.493 -2.623  -0.56
H 0.258 0.197 -3.319  0.28
H 2.256 1.513 -1.425  0.28
H -0.916 2.501 -2.565  -0.26
H -1.427 1.771 -4.223  0.29
H -1.222 4.844 -3.280  0.22
H -1.342 4.415 -5.063  0.32
H -3.646 3.698 -4.825  0.28
H -3.644 4.774 -3.280  0.25
H -3.976 2.054 -3.481  0.29
C -3.006 -4.556 0.268  -1.29
C -1.607 -4.276 0.808  -0.32
C -1.622 -3.660 2.209  0.45
C -2.350 -2.351 2.181  0.09
N -2.921 -1.327 2.159  -0.50
H -3.586 -3.636 0.159  0.34
H -2.946 -5.021 -0.719  0.36
H -3.554 -5.232 0.930  0.36
H -1.086 -3.609 0.114  0.07
H -1.043 -5.213 0.837  0.40
H -0.600 -3.492 2.555  -0.57
H -2.114 -4.329 2.918  0.44
C 5.936 -0.021 -2.243  -1.10
C 6.170 -0.771 -3.550  -0.44
C 4.887 -0.968 -4.361  -0.37
C 3.898 -1.768 -3.568  0.23
N 3.124 -2.393 -2.945  -0.53
H 5.270 -0.573 -1.576  0.34
H 6.880 0.122 -1.713  0.34
H 5.498 0.964 -2.429  0.28
H 6.619 -1.743 -3.326  0.29
H 6.891 -0.215 -4.155  0.32
H 5.107 -1.497 -5.292  0.30
H 4.442 -0.003 -4.617  0.30
C 2.658 -2.319 6.308  -1.15
C 2.891 -3.060 4.996  -0.63
C 1.607 -3.250 4.184  -0.34
C 0.618 -4.055 4.973  0.35
N -0.153 -4.685 5.592  -0.51
H 1.992 -2.875 6.972  0.37
H 3.603 -2.181 6.839  0.34
H 2.221 -1.332 6.130  0.29
H 3.339 -4.034 5.213  0.31
H 3.613 -2.500 4.395  0.35
H 1.827 -3.772 3.250  0.38
H 1.163 -2.282 3.936  0.32

orbital gap = 9.6 eV
E_tot = -38802.996 eV
total charge = 0
SMILES string = CCCCCCCCCNC(=O)OCCCO.CCCC#N.CCCC#N.CCCC#N

***

# 2
This record from the Open Molecules 2025 dataset describes one molecule with the formula C5H9N. The level of theory is the ωB97M-V functional and the def2-TZVPD basis.

Each line ends with the natural charge from an NBO analysis.
Positions of all 15 atoms, in Å:
C -0.886 1.353 -0.014  -0.63
C 0.019 0.202 -0.451  -0.41
N -1.676 -1.367 0.065  -0.75
C -0.465 -1.200 -0.407  0.11
C 1.423 0.346 0.055  -0.17
C 2.242 -0.646 0.359  -0.38
H -2.055 -2.301 0.119  0.39
H -2.290 -0.631 0.419  0.35
H 0.077 0.062 -1.587  0.26
H 1.744 1.373 0.190  0.19
H -1.062 1.312 1.062  0.21
H -1.849 1.321 -0.526  0.21
H -0.415 2.308 -0.242  0.22
H 3.246 -0.457 0.708  0.19
H 1.947 -1.676 0.250  0.21

orbital gap = 9.0 eV
E_tot = -6818.210 eV
total charge = 0

***

# 3
This record from the Open Molecules 2025 dataset describes C11H33CrF4N13O30S4 as an isolated structure. The level of theory is the ωB97M-V functional and the def2-TZVPD basis.

Each line ends with the Mulliken charge.
Positions of all 96 atoms, in Å:
Cr 4.602 1.731 20.510  2.03
N 3.760 0.765 21.991  0.22
S 2.429 0.625 22.662  0.49
O 2.306 1.531 23.766  -0.67
O 1.793 -0.694 22.738  -0.28
F 1.522 1.347 21.513  -0.36
S 4.512 -0.273 23.068  0.17
O 4.356 -1.704 22.814  -0.48
O 4.667 0.155 24.439  -0.20
F 5.956 0.006 22.373  -0.12
N 6.034 2.626 19.487  -0.06
S 6.172 3.949 18.378  0.70
O 6.961 3.781 17.150  -0.55
O 6.018 5.285 18.984  -0.50
F 4.658 3.765 17.840  -0.31
S 7.607 2.643 19.703  0.77
O 8.196 3.868 20.319  -0.61
O 8.421 1.834 18.784  -0.56
F 7.584 1.679 20.956  -0.17
C 8.834 -0.620 24.216  -0.48
N 9.485 0.153 25.328  0.87
O 8.747 0.665 26.169  -0.52
O 10.688 0.297 25.375  -0.56
H 9.711 -0.929 23.648  0.34
H 8.187 0.063 23.666  0.07
H 8.344 -1.445 24.733  0.25
C 5.659 3.645 24.445  -0.64
N 5.618 4.045 22.963  0.61
O 5.576 3.074 22.177  0.04
O 5.570 5.245 22.624  -0.48
H 4.674 3.193 24.564  0.27
H 5.709 4.603 24.962  0.38
H 6.410 2.866 24.574  0.20
C 3.259 -3.562 20.200  -0.58
N 1.989 -2.762 20.320  1.00
O 1.095 -3.303 20.953  -0.58
O 1.903 -1.651 19.760  -0.52
H 3.498 -3.825 21.230  0.30
H 4.015 -2.954 19.702  -0.05
H 3.074 -4.391 19.517  0.38
C -2.993 0.267 20.380  -0.81
N -1.583 0.476 19.949  0.88
O -1.498 1.268 19.012  -0.52
O -0.697 -0.290 20.398  -0.42
H -3.446 -0.107 19.462  0.35
H -3.372 1.259 20.629  0.27
H -3.046 -0.488 21.164  0.26
C -0.027 -3.036 23.963  -0.40
N -0.420 -4.427 24.268  0.94
O 0.494 -5.169 24.726  -0.54
O -1.565 -4.790 24.087  -0.58
H -0.627 -2.421 24.634  0.29
H -0.356 -2.898 22.933  0.16
H 1.057 -2.939 24.026  0.12
C 3.029 5.753 20.591  -0.91
N 2.803 4.426 21.286  0.96
O 2.284 4.462 22.434  -0.47
O 3.225 3.426 20.734  -0.57
H 3.790 6.369 21.070  0.27
H 2.106 6.325 20.497  0.34
H 3.346 5.526 19.573  0.32
C 8.032 -3.924 21.985  -0.73
N 6.564 -3.824 21.652  0.78
O 6.333 -3.214 20.595  -0.36
O 5.751 -4.328 22.463  -0.44
H 8.094 -4.797 22.635  0.35
H 8.422 -2.970 22.340  0.13
H 8.552 -4.190 21.065  0.30
C 6.998 -1.541 18.321  -0.90
N 6.087 -0.354 18.560  0.86
O 5.624 -0.215 19.726  -0.15
O 5.816 0.303 17.565  -0.46
H 7.555 -1.458 17.387  0.36
H 6.360 -2.410 18.163  0.32
H 7.632 -1.618 19.204  0.28
C 6.168 -0.039 27.720  -0.49
N 6.609 -1.415 27.283  0.96
O 6.362 -1.772 26.137  -0.50
O 7.316 -2.038 28.060  -0.56
H 5.720 0.424 26.841  -0.06
H 7.090 0.492 27.955  0.34
H 5.439 -0.095 28.529  0.29
C 2.469 0.145 27.051  -0.72
N 2.539 -1.292 26.713  0.96
O 2.524 -1.548 25.523  -0.44
O 2.643 -1.983 27.691  -0.57
H 1.552 0.413 26.525  0.30
H 3.312 0.690 26.626  0.09
H 2.381 0.255 28.132  0.35
C -0.761 3.482 21.849  -0.54
N -1.792 4.282 21.173  0.94
O -2.705 3.690 20.594  -0.55
O -1.649 5.477 21.168  -0.58
H -1.321 2.653 22.282  0.24
H -0.251 4.104 22.585  0.30
H -0.113 3.201 21.018  0.17

expectation value of S² = 6.01
orbital gap (spin up / spin down) = 8.1 / 8.3 eV
E_tot = -175335.066 eV
total charge = 0
multiplicity = 5

***

# 4
This record from the Open Molecules 2025 dataset describes C13H20N2O6 as an isolated structure. The level of theory is the ωB97M-V functional and the def2-TZVPD basis.

Each line ends with the natural charge from an NBO analysis.
Positions of all 41 atoms, in Å:
O 5.988 2.469 0.509  -0.40
N 5.288 2.703 -0.549  0.49
O 5.530 3.579 -1.409  -0.38
C 4.315 1.869 -0.930  -0.02
C 3.969 0.990 -0.026  -0.10
C 3.108 -0.054 -0.382  -0.38
C 2.487 0.071 -1.502  0.38
C 2.638 1.279 -2.573  -0.19
C 3.690 2.129 -2.231  -0.15
H 3.919 2.890 -2.746  0.22
H 2.173 1.215 -3.598  0.25
O 1.374 -0.597 -2.265  -0.51
C 0.788 -1.572 -1.212  -0.07
C -0.072 -1.358 -0.237  0.04
O -0.361 -2.282 0.579  -0.74
H -0.687 -2.143 1.475  0.54
C -1.363 -0.650 -0.578  -0.15
N -2.214 -0.355 0.380  -0.53
C -3.800 -0.302 -0.191  -0.27
H -3.770 -1.167 -0.825  0.22
H -3.939 0.786 -0.619  0.24
C -4.438 -0.626 1.051  -0.02
O -4.208 -1.722 1.780  -0.71
H -3.968 -2.513 1.277  0.50
H -5.747 -0.492 0.479  0.09
H -4.662 0.310 1.792  0.20
C -1.851 0.857 1.317  -0.26
H -2.743 1.383 1.181  0.21
H -0.939 1.307 0.719  0.20
C -1.327 0.194 2.596  -0.09
O -1.639 -1.135 2.610  -0.71
H -2.574 -1.151 2.505  0.50
H -1.789 0.796 3.315  0.17
H -0.226 0.429 2.684  0.19
H -1.067 0.230 -1.335  0.14
H -1.863 -1.578 -1.529  0.12
H 0.368 -0.378 0.321  0.10
H 1.778 -2.567 -0.823  0.19
H 0.297 -2.396 -2.054  0.20
H 2.934 -0.988 0.096  0.25
H 4.601 0.540 0.949  0.28

orbital gap = 7.6 eV
E_tot = -29053.637 eV
total charge = 0

***

# 5
This record from the Open Molecules 2025 dataset describes an isolated ion of composition CH3IO3P and charge -1. The level of theory is the ωB97M-V functional and the def2-TZVPD basis.

Each line ends with the natural charge from an NBO analysis.
Positions of all 9 atoms, in Å:
C 0.045 -0.139 0.142  -0.26
O -0.935 -1.007 0.652  -0.83
P -2.339 -1.282 -0.158  1.97
O -3.420 -2.848 0.642  -1.00
O -2.169 -1.330 -1.610  -1.14
I -3.590 0.742 0.282  -0.30
H 0.794 -0.116 0.934  0.19
H -0.421 1.038 0.156  0.15
H 0.226 -0.329 -0.902  0.20

orbital gap = 7.3 eV
E_tot = -24618.370 eV
total charge = -1
SMILES string = CO[P@](=O)([O-])I

***

# 6
This record from the Open Molecules 2025 dataset describes a 9-piece molecular cluster, C13H37N7O20S2 overall. The level of theory is the ωB97M-V functional and the def2-TZVPD basis.

Each line ends with the Mulliken charge.
Positions of all 79 atoms, in Å:
C 3.740 -20.486 19.767  -1.23
C 4.719 -19.336 19.436  -0.17
O 4.802 -19.119 18.011  -0.32
S 6.195 -18.285 17.586  1.06
C 7.314 -19.717 17.170  -0.82
O 5.881 -17.506 16.377  -0.59
O 6.802 -17.632 18.732  -0.57
H 3.574 -20.773 20.806  0.37
H 4.050 -21.438 19.337  0.32
H 2.765 -20.308 19.315  0.30
H 4.326 -18.393 19.818  0.28
H 5.707 -19.453 19.881  0.42
H 7.263 -20.439 17.985  0.30
H 8.334 -19.345 17.076  0.34
H 6.904 -20.168 16.266  0.32
C 17.250 -15.556 5.274  -1.22
C 15.787 -15.249 5.498  -0.27
O 15.591 -15.505 6.880  -0.29
S 14.341 -16.460 7.266  1.14
C 12.844 -15.302 7.033  -0.85
O 14.234 -17.540 6.325  -0.59
O 14.482 -16.687 8.690  -0.61
H 17.892 -15.128 6.044  0.32
H 17.582 -15.304 4.267  0.37
H 17.472 -16.623 5.256  0.30
H 15.451 -14.212 5.504  0.31
H 15.072 -15.770 4.861  0.42
H 11.992 -15.951 7.234  0.35
H 12.974 -14.930 6.016  0.31
H 13.032 -14.584 7.831  0.32
C 9.022 -8.646 5.484  -0.66
N 10.333 -8.881 6.227  0.82
O 11.068 -9.824 5.895  -0.52
O 10.635 -8.077 7.057  -0.49
H 8.939 -9.474 4.780  0.30
H 8.982 -7.663 5.016  0.27
H 8.277 -8.783 6.268  0.28
C 9.084 -7.977 12.932  -0.66
N 10.168 -9.084 12.957  0.79
O 11.144 -8.886 13.684  -0.49
O 10.008 -10.071 12.201  -0.49
H 9.519 -7.189 12.318  0.29
H 8.873 -7.502 13.890  0.27
H 8.237 -8.408 12.399  0.29
C 0.766 -19.649 11.124  -0.64
N 0.321 -18.248 10.987  0.84
O 0.271 -17.610 12.006  -0.51
O -0.080 -17.945 9.877  -0.51
H -0.103 -20.285 10.955  0.26
H 1.169 -19.762 12.131  0.30
H 1.476 -19.794 10.310  0.26
C 4.464 -13.335 9.775  -0.78
N 5.232 -12.368 8.998  0.87
O 6.100 -12.822 8.250  -0.51
O 4.986 -11.224 9.249  -0.50
H 5.193 -14.011 10.224  0.30
H 3.631 -13.743 9.204  0.29
H 3.991 -12.931 10.670  0.32
C 3.510 -6.121 7.976  -0.72
N 4.658 -5.596 8.754  0.87
O 5.658 -5.327 8.165  -0.51
O 4.503 -5.503 9.983  -0.52
H 2.890 -6.783 8.581  0.28
H 3.928 -6.554 7.068  0.31
H 2.996 -5.234 7.605  0.29
C -1.331 -11.405 12.187  -0.70
N -2.352 -12.135 12.933  0.91
O -2.157 -12.373 14.107  -0.54
O -3.379 -12.396 12.407  -0.53
H -0.884 -10.784 12.963  0.30
H -1.820 -10.838 11.396  0.29
H -0.601 -12.116 11.800  0.27
C 3.559 -12.194 16.841  -0.73
N 4.458 -11.309 16.057  0.89
O 3.932 -10.545 15.322  -0.52
O 5.651 -11.347 16.341  -0.52
H 2.557 -11.771 16.780  0.32
H 3.859 -12.185 17.889  0.28
H 3.551 -13.215 16.458  0.28

orbital gap = 10.8 eV
E_tot = -87108.912 eV
total charge = 0
SMILES string = CCOS(C)(=O)=O.CCOS(C)(=O)=O.C[N+](=O)[O-].C[N+](=O)[O-].C[N+](=O)[O-].C[N+](=O)[O-].C[N+](=O)[O-].C[N+](=O)[O-].C[N+](=O)[O-]